#one
2 unconnected molecules or ions with the total composition C2H8N3, computed with ωB97M-V/def2-TZVPD.

```
13
Properties=species:S:1:pos:R:3:lowdin_charge:R:1
C -1.406 -0.540 0.818 -0.0580
C -1.403 0.773 -0.072 -0.1710
N 0.800 0.900 -1.183 0.3236
N 2.392 -0.292 -0.410 0.0268
N -0.221 0.835 -0.748 0.0315
H -2.508 -0.651 1.151 0.1138
H -1.203 -1.534 0.218 0.1217
H -0.749 -0.492 1.661 0.0600
H -1.461 1.610 0.604 0.1421
H -2.240 0.711 -0.942 0.2087
H 2.545 -0.037 0.568 0.0662
H 2.344 -1.295 -0.580 0.0602
H 3.111 0.012 -1.086 0.0744
```

The calculation puts the HOMO energy at -14.348 eV. As for the total charge: +1. The LUMO energy is -4.6 eV. As for the multiplicity: 1. As for the gap between HOMO and LUMO: 9.73 eV.

#two
2 unconnected molecules or ions with the total composition C2H8N3, computed with ωB97M-V/def2-TZVPD.

```
13
Properties=species:S:1:pos:R:3:lowdin_charge:R:1
C -1.319 -0.603 0.102 -0.1755
C 0.215 -0.974 -0.019 -0.0486
N 1.386 1.024 0.298 0.1253
N 1.171 -0.187 -0.148 -0.0179
N -1.568 0.770 -0.184 0.0327
H -1.675 -1.232 -0.687 0.1177
H -1.596 -0.967 1.134 0.1566
H 0.485 -2.048 -0.258 0.1580
H 1.990 1.588 -0.322 0.1521
H 0.540 1.584 0.739 0.1733
H 3.314 -1.423 0.128 0.1276
H -1.101 1.522 0.364 0.0859
H -1.841 0.947 -1.149 0.1127
```

The calculation puts the HOMO energy (alpha / beta) at -14.171 / -14.344 eV. As for the total charge: +1. The LUMO energy (alpha / beta) is -7.6 / -4.0 eV. As for the multiplicity: 1. As for the gap between HOMO and LUMO (alpha / beta): 6.55 / 10.38 eV.

Relative to the most stable one, in kJ/mol, the structures come out at #one 0.0; #two 393.8.

#one
2 unconnected molecules or ions with the total composition C2H8N3, computed with ωB97M-V/def2-TZVPD.

```
13
Properties=species:S:1:pos:R:3:lowdin_charge:R:1
C 0.238 0.987 1.481 0.0407
C 0.653 -0.302 0.874 0.1006
N 0.776 0.727 0.156 -0.1202
N 1.000 1.293 -0.992 0.1917
N -1.275 -1.636 -0.715 0.0241
H -0.815 1.231 1.567 0.1187
H 0.886 1.488 2.194 0.1189
H 0.707 -1.362 0.856 0.1234
H 1.113 2.300 -1.012 0.1493
H 1.403 0.741 -1.739 0.1486
H -1.901 -1.007 -1.210 0.0337
H -1.850 -2.158 -0.062 0.0362
H -0.934 -2.303 -1.399 0.0342
```

The calculation puts the HOMO energy at -14.162 eV. As for the total charge: +1. The LUMO energy is -3.8 eV. As for the multiplicity: 1. As for the gap between HOMO and LUMO: 10.32 eV.

#two
A gas-phase ion, C2H8N3 (charge +1), computed with ωB97M-V/def2-TZVPD.

```
13
Properties=species:S:1:pos:R:3:lowdin_charge:R:1
C 0.207 1.064 -0.770 -0.0050
C -1.303 -0.755 0.039 -0.0245
N 1.328 1.705 -0.629 0.1956
N -0.046 -0.047 0.107 -0.2220
N 0.862 -0.237 1.134 0.0789
H -0.517 1.277 -1.537 0.1551
H -1.121 -1.828 -0.039 0.1025
H -1.904 -0.564 0.931 0.1024
H -1.862 -0.435 -0.836 0.0949
H 1.622 2.452 -1.242 0.1467
H 1.114 -1.220 1.211 0.1214
H 0.477 0.064 2.031 0.1243
H 1.953 1.384 0.109 0.1298
```

As for the structure (SMILES): C/[N+](N)=C/N. The calculation puts the HOMO energy at -14.746 eV. As for the total charge: +1. The LUMO energy is -4.0 eV. As for the multiplicity: 1. As for the gap between HOMO and LUMO: 10.79 eV.

#three
A gas-phase ion, C2H8N3 (charge +1), computed with ωB97M-V/def2-TZVPD.

```
13
Properties=species:S:1:pos:R:3:lowdin_charge:R:1
C -0.850 0.048 -0.377 -0.2895
C 1.607 -0.301 0.114 0.0548
N -0.326 1.354 0.063 0.1795
N -2.138 -0.346 0.271 0.0861
N 0.260 0.083 0.497 -0.1049
H -0.581 -0.122 -1.467 0.1921
H 1.430 -0.434 -0.950 0.1009
H 2.190 0.589 0.390 0.1223
H 1.853 -1.248 0.693 0.1490
H 0.258 1.763 -0.636 0.1161
H -2.760 -0.550 -0.505 0.0812
H -2.482 0.493 0.908 0.1592
H 0.008 -0.166 1.390 0.1531
```

As for the structure (SMILES): C[N@H+]1N[C@@H]1N. The calculation puts the HOMO energy at -15.270 eV. As for the total charge: +1. The LUMO energy is -3.1 eV. As for the multiplicity: 1. As for the gap between HOMO and LUMO: 12.14 eV.

Relative to the most stable one, in kJ/mol, the structures come out at #one 272.7; #two 0.0; #three 217.8.

#one
2 unconnected molecules or ions with the total composition C4H10ClN, computed with ωB97M-V/def2-TZVPD.

```
16
Properties=species:S:1:pos:R:3:lowdin_charge:R:1
C -2.159 -0.220 0.662 -0.1254
C 1.107 -0.191 -1.522 -0.0502
C -1.102 -0.973 -0.083 -0.2192
C 0.270 -0.212 -0.236 -0.3635
N 0.912 0.312 0.734 0.1124
Cl 3.476 2.694 1.214 0.2607
H -2.972 -0.788 1.042 0.0532
H -2.465 0.607 -0.090 0.1122
H -1.664 0.253 1.573 0.0819
H 0.959 0.680 -2.106 0.0528
H 2.137 -0.117 -1.185 0.0666
H 0.860 -1.120 -2.184 0.1098
H -1.465 -1.089 -1.127 0.1087
H -0.898 -1.901 0.430 0.1061
H 0.457 0.237 1.588 0.0178
H 2.546 1.828 1.290 -0.3239
```

As for the structure (SMILES): [H]/N=C(/C)CC.Cl. The calculation puts the HOMO energy at -10.189 eV. The LUMO energy is 0.8 eV. As for the multiplicity: 1. As for the gap between HOMO and LUMO: 10.98 eV.

#two
A single C4H10ClN molecule, computed with ωB97M-V/def2-TZVPD.

```
16
Properties=species:S:1:pos:R:3:lowdin_charge:R:1
C -0.796 -1.451 0.603 -0.1250
C -0.598 -0.024 0.082 -0.4529
C 0.862 0.252 -0.541 -0.6809
C 1.558 1.290 0.303 -0.1668
H -1.719 -1.306 1.155 0.0773
H -0.845 -2.187 -0.126 0.0456
H -0.079 -1.651 1.426 0.0780
H -0.705 0.624 0.940 0.1230
H -2.131 -0.631 -1.181 0.0535
H -2.046 0.970 -1.055 0.0837
H 0.748 0.613 -1.556 0.0881
H 1.039 2.198 0.227 0.0525
H 1.777 0.935 1.366 0.1034
H 2.593 1.505 -0.083 0.0830
N -1.498 0.111 -1.033 0.0265
Cl 1.840 -1.248 -0.526 0.6109
```

As for the structure (SMILES): C[C@H](N)[C@@H](C)Cl. The calculation puts the HOMO energy at -9.227 eV. The LUMO energy is 1.0 eV. As for the multiplicity: 1. As for the gap between HOMO and LUMO: 10.25 eV.

Relative to the most stable one, in kJ/mol, the structures come out at #one 17.1; #two 0.0.

#one
2 unconnected molecules or ions with the total composition C4H10ClN, computed with ωB97M-V/def2-TZVPD.

```
16
Properties=species:S:1:pos:R:3:lowdin_charge:R:1
C -1.483 -1.217 0.946 -0.1067
C 0.362 0.540 -1.864 -0.1498
C -0.902 -0.171 0.087 -0.2317
C 0.166 -0.330 -0.715 -0.8978
N 1.238 1.112 1.403 0.1120
Cl 0.848 -1.828 -0.866 0.7594
H -1.077 -1.168 1.944 0.0800
H -1.468 -2.205 0.540 0.0511
H -2.513 -0.852 0.912 0.0788
H 1.483 0.766 -2.054 0.1038
H 0.160 0.067 -2.810 0.0685
H -0.150 1.452 -1.553 0.0825
H 1.545 1.634 0.841 -0.1408
H -1.451 0.750 -0.071 0.1113
H 1.701 1.169 2.333 0.0665
H 1.542 0.280 0.925 0.0130
```

As for the structure (SMILES): C/C=C(/C)Cl.N. The calculation puts the HOMO energy at -8.400 eV. The LUMO energy is 0.9 eV. As for the multiplicity: 1. As for the gap between HOMO and LUMO: 9.31 eV.

#two
A single C4H10ClN molecule, computed with ωB97M-V/def2-TZVPD.

```
16
Properties=species:S:1:pos:R:3:lowdin_charge:R:1
C -0.179 -1.789 1.349 -0.0663
C -0.044 -0.433 0.476 -0.4808
C 0.809 0.629 1.086 -0.2997
C -1.345 -0.025 -0.250 -0.5325
H 0.620 -1.863 2.138 0.0663
H -0.211 -2.704 0.670 0.0851
H -1.156 -1.789 1.980 0.0868
H 0.582 -0.723 -0.373 0.0771
H 0.544 0.620 2.184 0.1265
H 0.687 1.576 0.562 0.1041
H 2.775 1.178 0.861 0.0768
H 2.537 -0.423 1.376 0.0637
H -1.792 0.828 0.195 0.0433
H -2.131 -0.794 -0.227 0.0895
N 2.213 0.318 0.758 -0.0071
Cl -0.787 0.681 -1.802 0.5673
```

As for the structure (SMILES): C[C@H](CN)CCl. The calculation puts the HOMO energy at -9.494 eV. The LUMO energy is 1.0 eV. As for the multiplicity: 1. As for the gap between HOMO and LUMO: 10.47 eV.

#three
A molecular structure, C4H10ClN, computed with ωB97M-V/def2-TZVPD.

```
16
Properties=species:S:1:pos:R:3:lowdin_charge:R:1
C 0.856 -1.034 -1.215 -0.0449
C -1.440 0.672 -0.296 -0.0252
C 1.063 0.231 -0.282 -0.2493
C -0.146 0.389 0.579 -0.6603
N -0.290 -0.484 1.574 0.0769
Cl 0.498 2.257 1.619 0.1184
H 1.718 -1.536 -1.512 0.0551
H 0.424 -0.700 -2.091 0.0438
H 0.145 -1.624 -0.739 0.0476
H -2.053 1.469 0.184 0.0868
H -1.165 0.818 -1.268 0.0341
H -2.081 -0.260 -0.269 0.1015
H 1.215 1.057 -0.876 0.0701
H 1.919 0.141 0.389 0.1005
H 0.473 -0.953 2.123 0.1533
H -1.134 -0.444 2.079 0.0917
```

The calculation puts the HOMO energy at -9.170 eV. The LUMO energy is 0.8 eV. As for the multiplicity: 1. As for the gap between HOMO and LUMO: 9.97 eV.

Relative to the most stable one, in kJ/mol, the structures come out at #one 204.3; #two 25.4; #three 0.0.